[1]
# C44H62BN2O4PPt

A molecular structure, C44H62BN2O4PPt (wB97M-V/def2-TZVPD, the OMol25 dataset).

Geometry as XYZ:
```
115
Properties=species:S:1:pos:R:3:mulliken_charge:R:1
Pt -0.98 -0.60 -0.33 2.1380
C 3.17 -1.27 -3.18 -1.5581
C 2.31 -0.33 -4.03 -0.0939
C 3.18 0.60 -4.87 -1.5718
C 1.33 0.47 -3.19 0.2619
C 0.04 0.71 -3.63 -0.3958
C -0.90 1.43 -2.90 0.7836
C -2.27 1.57 -3.59 0.4636
C -3.09 2.82 -3.32 -1.7204
C -3.10 0.30 -3.36 -1.0959
C -0.53 1.94 -1.63 0.1765
C 0.83 1.81 -1.22 0.6907
C 1.71 1.05 -1.99 -0.4719
C 1.44 2.64 -0.09 1.1719
C 2.58 1.91 0.66 -1.7943
C 2.03 3.94 -0.65 -1.5325
C -1.36 2.95 -0.87 -0.3109
C -1.21 4.27 -1.33 -0.5199
C -1.74 5.36 -0.67 -1.2898
C -2.43 5.15 0.52 -0.9500
C -2.62 3.85 0.96 -0.5014
C -2.15 2.71 0.27 0.3981
P -2.57 1.01 0.95 -0.4669
C -4.45 0.94 0.92 2.6438
C -5.22 2.21 1.29 -1.8846
C -4.83 0.57 -0.53 -1.7872
C -4.93 -0.22 1.82 -1.7929
C -1.97 1.13 2.77 2.3315
C -0.60 1.84 2.76 -1.6964
C -2.84 1.85 3.81 -1.8675
C -1.78 -0.33 3.23 -1.5849
H 3.71 -1.97 -3.82 0.4904
H 2.56 -1.84 -2.48 0.2155
H 3.92 -0.71 -2.60 0.3180
H 1.71 -0.95 -4.70 0.4404
H 3.78 1.26 -4.23 0.2588
H 2.57 1.24 -5.52 0.3694
H 3.86 0.03 -5.51 0.4424
H -0.26 0.31 -4.59 0.3275
H -2.02 1.60 -4.65 0.6622
H -3.43 2.91 -2.29 0.1830
H -3.98 2.80 -3.96 0.4734
H -2.53 3.73 -3.56 0.3984
H -3.12 0.02 -2.31 -0.2482
H -2.67 -0.55 -3.90 0.2900
H -4.14 0.43 -3.70 0.5100
H 2.74 0.95 -1.65 0.3322
H 0.66 2.90 0.62 -0.6053
H 3.54 2.10 0.17 0.4744
H 2.45 0.84 0.70 0.1245
H 2.65 2.29 1.68 0.4625
H 2.66 3.73 -1.52 0.2788
H 2.67 4.42 0.11 0.4596
H 1.27 4.67 -0.94 0.3604
H -0.65 4.42 -2.25 0.8274
H -1.60 6.36 -1.07 0.3907
H -2.81 5.98 1.09 0.4266
H -3.16 3.72 1.88 0.2185
H -5.01 3.04 0.62 0.3538
H -5.05 2.53 2.32 0.2276
H -6.28 1.96 1.20 0.5617
H -4.44 1.29 -1.26 0.2891
H -5.92 0.56 -0.61 0.6922
H -4.46 -0.43 -0.79 0.1388
H -4.88 0.01 2.88 0.2730
H -4.37 -1.14 1.64 0.1918
H -5.98 -0.41 1.57 0.5499
H -0.71 2.92 2.66 0.2921
H 0.05 1.48 1.96 -0.1151
H -0.09 1.62 3.71 0.7857
H -2.95 2.92 3.62 0.3025
H -2.33 1.75 4.77 0.5335
H -3.83 1.42 3.93 0.2715
H -1.17 -0.91 2.55 -0.0905
H -2.74 -0.84 3.32 0.3199
H -1.29 -0.33 4.22 0.6125
C 6.06 -1.25 3.80 -1.5820
C 5.37 -2.63 3.85 2.1538
C 6.44 -3.70 3.65 -2.1034
C 4.73 -2.82 5.23 -1.6477
C 4.29 -2.68 2.76 0.5190
C 4.39 -3.51 1.65 -0.1686
C 3.43 -3.51 0.62 -2.0394
C 2.38 -2.65 0.76 0.9011
O 1.33 -2.43 -0.11 -0.6463
B 0.57 -1.43 0.49 0.3745
O 1.10 -1.07 1.74 -0.0021
C 2.25 -1.84 1.86 -0.2086
C 3.18 -1.82 2.87 -1.0442
H 6.80 -1.17 4.60 0.4301
H 5.33 -0.44 3.93 0.3358
H 6.56 -1.10 2.84 0.3566
H 7.17 -3.63 4.46 0.4225
H 6.98 -3.57 2.70 0.4101
H 6.01 -4.71 3.67 0.4338
H 5.51 -2.84 6.00 0.4602
H 4.18 -3.77 5.28 0.3576
H 4.04 -2.01 5.48 0.3195
H 5.22 -4.19 1.56 0.4465
H 3.52 -4.16 -0.24 0.5447
H 3.04 -1.15 3.71 0.4590
C -0.81 -4.63 -3.86 -0.9726
N -1.51 -4.12 -2.68 0.2955
C -2.60 -4.77 -2.15 -0.2361
C -3.23 -4.33 -1.06 -1.0464
C -2.75 -3.12 -0.39 0.4893
O -3.27 -2.72 0.64 -0.6576
N -1.70 -2.44 -1.01 -0.0483
C -1.03 -2.95 -2.13 0.0284
O -0.07 -2.42 -2.67 -0.3246
H -1.16 -5.64 -4.05 0.3628
H 0.26 -4.65 -3.67 0.2816
H -0.99 -4.00 -4.73 0.2614
H -2.92 -5.66 -2.68 0.3735
H -4.08 -4.85 -0.65 0.4659
```

Properties
energy relative to the best compared isomer or geometry (same formula, charge and spin) = 2.031 eV
M = 919.9 g/mol
orbital gap (alpha / beta) = 7.13 / 7.13 eV
total energy = -2609.9644 a.u.



[2]
# C8H17IrN2O3S

A molecular structure, C8H17IrN2O3S (wB97M-V/def2-TZVPD, the OMol25 dataset).

Geometry as XYZ:
```
32
Properties=species:S:1:pos:R:3:mulliken_charge:R:1
C -1.12 -3.48 -2.73 -0.7550
Ir 2.74 -1.47 -0.99 0.8814
N 3.87 0.24 -0.71 -0.8702
N 3.28 -2.96 -2.13 -0.7316
H 3.95 0.59 0.28 0.3086
H -1.30 -2.93 -3.63 0.2935
H -1.86 -3.17 -2.00 0.2518
H -0.14 -3.10 -2.43 -0.0619
H -1.06 -4.55 -2.90 0.2769
H 4.15 -3.50 -1.97 0.3929
H 3.38 -2.58 -3.07 0.3931
H 2.53 -3.66 -2.17 0.3382
H 4.83 0.15 -1.06 0.3768
H 3.45 1.00 -1.27 0.3581
C -4.11 2.40 2.67 -1.3415
C -2.81 1.98 2.04 0.8149
C -2.04 2.92 1.36 -0.8679
C -0.81 2.57 0.79 -0.3368
C -0.34 1.25 0.91 0.4285
C -1.12 0.30 1.56 -0.5974
C -2.34 0.66 2.12 -0.5457
S 1.36 0.97 0.35 1.5238
O 1.52 1.68 -0.90 -0.6788
O 2.27 1.25 1.45 -0.6547
O 1.38 -0.57 0.12 -0.6497
H -3.97 3.16 3.44 0.3330
H -4.81 2.81 1.93 0.3340
H -4.60 1.55 3.15 0.3422
H -2.39 3.96 1.29 0.3731
H -0.22 3.32 0.25 0.3985
H -0.76 -0.73 1.62 0.3618
H -2.94 -0.07 2.65 0.3102
```

Properties
energy relative to the best compared isomer or geometry (same formula, charge and spin) = 0.186 eV
total charge = +1
M = 413.5 g/mol
orbital gap (alpha / beta) = 3.74 / 5.59 eV
total energy = -1152.2770 a.u.
2S+1 = 6



[3]
# C32H72O20S8

12 unconnected molecules or ions with the total composition C32H72O20S8 (wB97M-V/def2-TZVPD, the OMol25 dataset).

Geometry as XYZ:
```
132
Properties=species:S:1:pos:R:3:mulliken_charge:R:1
C -6.52 5.98 3.93 -1.4226
C -6.16 6.69 5.24 0.4541
C -5.01 7.60 5.01 -0.4203
O -5.39 8.80 5.71 -0.3303
C -6.74 8.81 5.84 0.6846
O -7.41 9.71 6.34 -0.5677
O -7.19 7.57 5.59 -0.3385
H -5.69 5.31 3.71 0.3967
H -6.68 6.71 3.14 0.3553
H -7.31 5.23 3.96 0.3482
H -5.98 6.04 6.10 0.2866
H -4.93 7.64 3.93 0.2473
H -4.03 7.30 5.39 0.3070
C -2.82 1.23 11.11 -1.3558
C -1.90 2.13 10.33 0.5620
C -0.60 1.54 9.78 -0.4677
O -0.64 1.83 8.43 -0.2916
C -1.66 2.50 8.15 0.7070
O -1.97 2.87 6.99 -0.6605
O -2.51 2.54 9.13 -0.3507
H -3.89 1.30 10.93 0.3325
H -2.54 1.29 12.16 0.3405
H -2.57 0.21 10.82 0.3402
H -1.80 3.01 10.97 0.2585
H -0.43 0.48 9.96 0.3185
H 0.23 2.14 10.17 0.2629
C 4.02 3.11 -6.13 -1.2908
C 4.88 3.90 -5.16 0.4790
C 5.45 5.24 -5.66 -0.5965
O 5.20 6.12 -4.64 -0.3067
C 4.29 5.66 -3.87 0.6568
O 3.89 6.22 -2.88 -0.5690
O 3.91 4.45 -4.28 -0.3535
H 4.33 2.08 -6.31 0.3124
H 3.87 3.76 -7.00 0.3147
H 2.99 2.89 -5.87 0.3512
H 5.58 3.21 -4.68 0.3220
H 5.09 5.66 -6.60 0.3389
H 6.47 4.99 -5.94 0.3409
C 7.94 -6.91 -6.19 -1.4680
C 7.68 -5.97 -5.06 0.6085
C 7.98 -4.49 -5.44 -0.5311
O 6.91 -3.74 -5.45 -0.2934
C 5.82 -4.48 -5.21 0.6751
O 4.61 -4.12 -5.11 -0.5717
O 6.30 -5.74 -4.87 -0.3975
H 7.58 -6.60 -7.18 0.3408
H 7.44 -7.87 -6.14 0.3592
H 9.00 -7.13 -6.27 0.3812
H 8.27 -6.29 -4.20 0.2904
H 8.44 -4.32 -6.41 0.3094
H 8.74 -4.24 -4.69 0.2951
C -4.46 -7.02 1.00 -0.8691
S -3.87 -5.33 0.71 0.5206
O -2.45 -5.41 0.31 -0.5847
C -4.83 -5.26 -0.87 -0.9987
H -4.08 -7.34 1.97 0.3165
H -4.08 -7.59 0.16 0.2921
H -5.55 -6.91 0.99 0.3129
H -4.51 -5.94 -1.66 0.3437
H -4.73 -4.28 -1.34 0.3065
H -5.89 -5.53 -0.83 0.3603
C -5.88 7.40 -1.62 -1.0054
S -7.25 6.30 -2.15 0.5131
O -7.80 7.06 -3.33 -0.6382
C -6.24 4.99 -2.89 -0.8930
H -6.26 8.38 -1.31 0.3589
H -5.47 7.92 -2.49 0.3585
H -5.18 6.85 -0.99 0.3325
H -6.73 4.49 -3.73 0.3408
H -6.12 4.26 -2.09 0.3235
H -5.29 5.27 -3.37 0.3099
C 3.77 4.55 4.56 -0.8156
S 5.26 5.20 5.54 0.4640
O 5.32 6.71 5.83 -0.6051
C 4.81 4.60 7.24 -0.8130
H 3.90 3.56 4.11 0.3130
H 3.43 5.27 3.82 0.3385
H 2.97 4.47 5.30 0.2439
H 4.17 3.72 7.22 0.2736
H 4.40 5.42 7.84 0.2857
H 5.68 4.16 7.71 0.3164
C 7.27 -4.11 0.70 -0.9494
S 6.01 -5.53 0.67 0.5301
O 6.30 -6.20 1.96 -0.6218
C 4.46 -4.51 1.01 -0.8476
H 7.18 -3.52 -0.22 0.3336
H 8.28 -4.52 0.61 0.3248
H 7.32 -3.46 1.57 0.3205
H 4.30 -4.10 2.00 0.2857
H 3.69 -5.22 0.73 0.3037
H 4.37 -3.74 0.25 0.3218
C 2.33 -2.48 6.52 -0.9407
S 0.54 -2.85 6.18 0.5119
O 0.20 -2.42 4.76 -0.5907
C 0.63 -4.64 5.99 -0.9062
H 2.48 -1.42 6.74 0.3098
H 2.98 -2.46 5.64 0.3040
H 2.75 -2.92 7.43 0.3636
H 0.95 -5.23 6.85 0.3583
H 1.23 -4.92 5.13 0.2786
H -0.40 -5.00 5.88 0.3134
C -0.71 1.99 0.38 -0.8513
S -1.38 0.42 -0.37 0.5038
O -2.72 0.60 -1.06 -0.6278
C -0.20 0.19 -1.75 -0.9376
H 0.18 2.22 -0.20 0.2444
H -0.34 1.65 1.34 0.3204
H -1.29 2.91 0.26 0.3450
H -0.61 -0.67 -2.28 0.3100
H 0.73 -0.03 -1.23 0.3644
H 0.08 1.11 -2.26 0.3295
C -3.82 -0.89 -8.88 -0.8909
S -4.99 0.47 -8.48 0.4658
O -4.13 1.68 -8.13 -0.6060
C -5.38 -0.05 -6.69 -0.9370
H -4.31 -1.86 -8.90 0.3605
H -3.18 -1.00 -8.00 0.2983
H -3.19 -0.70 -9.75 0.3152
H -6.38 0.28 -6.42 0.3333
H -4.68 0.02 -5.86 0.3538
H -5.52 -1.13 -6.71 0.3076
C -0.87 -6.84 -6.53 -0.8536
S -2.27 -7.76 -7.25 0.4982
O -2.40 -6.92 -8.50 -0.6314
C -1.43 -9.30 -7.70 -0.8888
H -1.14 -5.88 -6.09 0.3150
H -0.25 -6.59 -7.39 0.2916
H -0.47 -7.51 -5.77 0.3202
H -0.91 -9.74 -6.85 0.3242
H -0.76 -9.11 -8.53 0.3015
H -2.10 -10.10 -8.03 0.3224
```

Properties
M = 1033.4 g/mol
orbital gap = 8.60 eV
total energy = -5952.2599 a.u.



[4]
# C5H11O2S

2 unconnected molecules or ions with the total composition C5H11O2S (wB97M-V/def2-TZVPD, the OMol25 dataset).

Geometry as XYZ:
```
19
Properties=species:S:1:pos:R:3:mulliken_charge:R:1
C 1.00 1.61 -0.55 -0.6048
C -1.62 2.17 -0.06 -0.2560
S -0.22 2.98 -0.95 -0.1385
H 2.11 1.91 -0.66 0.3073
H 0.75 1.32 0.60 0.1691
H 0.79 0.73 -1.16 0.2157
H -1.98 2.83 0.60 0.3207
H -1.51 1.15 0.01 -0.1783
H -2.32 2.17 -0.97 0.2556
C 0.21 -1.86 0.82 -0.2664
C -0.88 -1.66 -0.31 -0.6144
C 1.75 -1.53 0.58 0.3946
O 2.35 -1.66 -0.48 -0.6989
O 2.23 -0.81 1.56 -0.7694
H -0.01 -1.33 1.77 0.2621
H 0.45 -3.02 0.88 0.2277
H -1.57 -2.56 -0.26 0.3259
H -0.26 -1.81 -1.22 0.2430
H -1.27 -0.64 -0.20 -0.1949
```

Properties
energy relative to the best compared isomer or geometry (same formula, charge and spin) = 2.429 eV
total charge = -1
M = 135.2 g/mol
orbital gap = 6.84 eV
total energy = -745.7544 a.u.



[5]
# C5H10O2

A molecular structure, C5H10O2 (wB97M-V/def2-TZVPD, the OMol25 dataset).

Geometry as XYZ:
```
17
Properties=species:S:1:pos:R:3:mulliken_charge:R:1
C 1.19 0.20 2.10 -1.2841
C 0.54 -0.67 1.03 -0.2395
C -0.51 0.04 0.21 -0.3766
O 0.54 1.38 -0.53 -0.5389
C -0.81 -0.78 -1.04 -0.7457
C -1.53 -0.03 -2.13 0.2393
O -1.23 1.10 -2.49 -0.5759
H 1.81 -0.39 2.78 0.3881
H 1.84 0.95 1.63 0.2615
H 0.43 0.73 2.68 0.3344
H 1.32 -1.18 0.43 0.3406
H -0.03 -1.48 1.53 0.3307
H 0.13 2.00 0.09 0.4291
H 0.05 1.52 -1.37 0.4067
H -1.45 -1.60 -0.71 0.3862
H 0.07 -1.25 -1.53 0.2938
H -2.35 -0.55 -2.67 0.3504
```

Properties
energy relative to the best compared isomer or geometry (same formula, charge and spin) = 4.502 eV
M = 102.1 g/mol
orbital gap = 8.48 eV
total energy = -346.8600 a.u.



[6]
# C18H19N3OS

C18H19N3OS in the gas phase (wB97M-V/def2-TZVPD, the OMol25 dataset).

Geometry as XYZ:
```
42
Properties=species:S:1:pos:R:3:mulliken_charge:R:1
C 4.79 0.26 -2.46 -0.9310
N 4.89 -0.98 -1.71 0.0117
C 4.91 -0.78 -0.27 -1.1548
C 3.62 -0.16 0.30 -0.3371
C 2.44 -0.83 -0.32 -0.1656
C 2.56 -1.62 -1.41 0.7388
S 1.02 -2.27 -1.93 -0.3920
C 0.22 -1.45 -0.64 0.1354
C 1.09 -0.72 0.14 -0.2581
C 0.59 -0.05 1.33 0.4485
O 1.27 0.48 2.19 -0.7202
N -0.78 -0.11 1.45 -0.1255
C -1.69 -0.46 0.38 0.6822
C -3.00 -0.90 0.99 -0.9843
C -3.98 -0.08 1.35 -0.8804
C -3.98 1.37 1.15 0.4130
C -4.00 2.22 2.25 -0.2972
C -4.00 3.59 2.09 -0.5248
C -3.99 4.14 0.81 -0.4301
C -4.00 3.30 -0.29 -0.6435
C -3.99 1.93 -0.13 -0.1253
N -1.12 -1.56 -0.37 -0.2330
C 3.86 -1.94 -2.08 -0.8938
H 5.55 0.95 -2.11 0.2834
H 4.97 0.04 -3.51 0.3138
H 3.81 0.75 -2.37 0.3581
H 5.08 -1.76 0.18 0.3529
H 5.77 -0.14 -0.03 0.3767
H 3.58 0.91 0.09 0.2671
H 3.58 -0.27 1.38 0.4455
H -1.17 0.37 2.24 0.2841
H -1.85 0.43 -0.27 0.0792
H -3.05 -1.96 1.21 0.4246
H -4.84 -0.49 1.86 0.4383
H -4.00 1.80 3.25 0.4407
H -4.00 4.24 2.95 0.3767
H -3.99 5.21 0.68 0.3842
H -4.01 3.72 -1.29 0.3753
H -4.01 1.28 -0.99 0.4580
H -1.71 -1.95 -1.09 0.2760
H 4.21 -2.94 -1.77 0.2818
H 3.76 -1.95 -3.17 0.4511
```

Properties
energy relative to the best compared isomer or geometry (same formula, charge and spin) = 1.760 eV
M = 325.4 g/mol
orbital gap = 8.16 eV
total energy = -1335.0062 a.u.
structure (SMILES) = CN1CCc2c(sc3c2C(=O)N[C@H](/C=C\c2ccccc2)N3)C1